Entry from OMol25: a molecular structure, C33H53N2OP2PtS in a non-equilibrium geometry (wB97M-V/def2-TZVPD).

```
! wB97M-V def2-TZVPD RIJCOSX def2/J DEFGRID3
* xyz 1 3
C -1.36930 -1.50463 -2.65816
C 0.75160 -2.42067 -2.07604
C -1.43619 -2.29618 -3.80444
C 0.64231 -3.33017 -3.16728
C -0.43962 -3.25402 -4.02461
H -2.27274 -2.14209 -4.48139
H 1.47511 -4.01279 -3.32227
H -0.52122 -3.93140 -4.87325
N -0.33296 -1.61336 -1.82325
P -2.47992 -0.14994 -0.50582
P 2.19396 -0.77063 -0.31354
C -2.40258 -0.43756 -2.33538
H -2.11752 0.51276 -2.81640
H -3.37815 -0.71960 -2.74497
C 1.92398 -2.19441 -1.33270
H 2.72749 -2.92481 -1.45481
C 3.46043 0.15556 -1.49145
C 3.18078 -1.31150 1.23269
C -3.26716 1.54780 -0.34184
C -3.63678 -1.55800 0.02334
C 3.36590 1.64979 -1.15784
H 3.58279 1.86499 -0.10462
H 4.09163 2.19909 -1.77659
H 2.37230 2.03932 -1.39264
C 4.91501 -0.33587 -1.36991
H 5.37662 -0.18766 -0.39072
H 5.01570 -1.39111 -1.65437
H 5.52729 0.23899 -2.08420
C 3.11131 -0.06620 -2.97129
H 3.69507 0.64498 -3.57509
H 3.37273 -1.07466 -3.31185
H 2.05873 0.11110 -3.19553
C 3.93123 -0.09221 1.79863
H 3.21627 0.68910 2.09831
H 4.48012 -0.41516 2.69609
H 4.65612 0.35050 1.11084
C 2.25942 -1.80695 2.35463
H 1.68554 -0.98947 2.79972
H 1.57820 -2.59431 2.01532
H 2.89608 -2.23100 3.14737
C 4.10509 -2.48450 0.88507
H 4.88030 -2.24170 0.15538
H 4.61266 -2.80104 1.80843
H 3.52423 -3.33466 0.51076
C -4.20158 -1.25338 1.42116
H -4.74321 -2.14810 1.76668
H -3.41080 -1.04306 2.15327
H -4.92428 -0.42567 1.41215
C -2.82422 -2.86478 0.08103
H -2.49883 -3.18054 -0.91794
H -1.94612 -2.77707 0.73104
H -3.47342 -3.65693 0.48572
C -4.80470 -1.81333 -0.94805
H -5.42947 -2.60713 -0.50737
H -5.44529 -0.93836 -1.10112
H -4.46191 -2.17876 -1.92445
C -2.48284 2.58667 -1.15947
H -2.52071 2.39197 -2.23848
H -2.93756 3.57458 -0.98731
H -1.43306 2.64739 -0.85080
C -3.23935 1.99188 1.13155
H -2.21102 2.07816 1.51120
H -3.71006 2.98490 1.19540
H -3.80234 1.31857 1.78836
C -4.71026 1.50300 -0.86524
H -4.76423 1.13618 -1.89969
H -5.37602 0.90290 -0.23265
H -5.10764 2.52971 -0.86460
Pt -0.18592 -0.37278 -0.02153
C -0.63281 -0.69560 1.71940
O -0.95318 -0.88327 2.82741
N 0.33054 0.89262 -1.51690
C 0.35913 1.35832 -2.60166
C 0.50079 2.33066 -3.62663
C 0.34062 3.69145 -3.29454
C 0.79559 1.95134 -4.95661
C 0.50388 4.66087 -4.28179
H 0.07354 3.96001 -2.26761
C 0.97993 2.93845 -5.92370
H 0.85775 0.88844 -5.20817
C 0.81948 4.28997 -5.59440
H 0.37581 5.71074 -4.02226
H 1.24010 2.64963 -6.94250
H 0.93208 5.05800 -6.36429
C 1.45985 3.48317 3.35526
S 0.68294 1.94111 2.83156
C -0.39476 1.74940 4.26072
H 2.08482 3.83678 2.52966
H 2.08489 3.31004 4.23782
H 0.68102 4.22337 3.56809
H 0.05370 1.03051 4.95470
H -0.51704 2.72082 4.74984
H -1.37060 1.38034 3.93721
*
```

## Properties
Calculated total energy ... -2673.9479 a.u.
Energy above the lowest of the compared OMol25 structures with the same formula, charge and spin ... 0.0 kJ/mol
HOMO-LUMO gap (alpha / beta) ... 4.76 / 6.10 eV

Atomic partial charges in e from the Löwdin method, atoms 1 to 4: atom 1 (C): -0.33, atom 2 (C): -0.31, atom 3 (C): 0.00, atom 4 (C): 0.01

***

Entry from OMol25: a molecular structure, C33H54As2N5SbTl in a non-equilibrium geometry (wB97M-V/def2-TZVPD).

```
! wB97M-V def2-TZVPD RIJCOSX def2/J DEFGRID3
* xyz 3 1
Tl -0.42268 -0.40192 0.06043
C -3.04070 -2.61413 -1.68728
As -1.42281 -1.68721 -2.02150
C -1.75418 -0.71160 -3.70346
C -0.11242 -3.07974 -2.26647
C -0.59743 -4.24754 -2.82315
C 0.29629 -5.31158 -2.93410
C 1.65631 -5.19822 -2.55534
C 2.08928 -3.99928 -1.98627
C 1.20467 -2.93088 -1.79391
As 1.90829 -1.26686 -1.04682
C 3.39316 -1.66412 0.09066
C 2.76118 -0.39829 -2.55819
H -3.95626 -2.03167 -1.48218
H -2.88430 -3.32288 -0.90469
H -3.06602 -3.17267 -2.62615
H -1.28889 -1.33794 -4.40858
H -1.29409 0.28916 -3.62399
H -2.84750 -0.73507 -3.93347
H -1.64458 -4.26035 -3.19158
H -0.07766 -6.32779 -3.31344
H 2.40149 -5.91008 -2.81650
H 3.14381 -4.00172 -1.73398
H 4.21033 -2.30960 -0.24359
H 3.05865 -2.15498 1.05201
H 3.79465 -0.65124 0.36958
H 3.66264 -0.93444 -2.83132
H 2.98442 0.63848 -2.26373
H 2.10984 -0.45418 -3.40468
C -3.60016 -1.42637 4.48277
C -3.32285 -1.29717 2.89503
C -3.75673 -2.59205 2.27569
C -3.96716 -0.04552 2.30964
Sb -1.06743 -1.15845 2.72455
C -0.26304 0.34362 4.10525
C -1.17053 1.53196 4.18239
C 0.07108 -0.45036 5.38877
C 1.09567 0.85035 3.49998
C 0.00046 -3.16059 2.92969
C -0.17099 -3.89822 1.62999
C -0.62402 -3.81219 4.18131
C 1.45092 -2.76085 3.12010
H -4.68509 -1.61167 4.52625
H -3.31933 -0.51104 5.00495
H -3.03015 -2.29446 4.74214
H -4.85117 -2.72372 2.28511
H -3.31689 -3.46518 2.77516
H -3.37648 -2.56511 1.26173
H -5.08217 -0.27412 2.36235
H -3.69018 0.16435 1.28235
H -3.80523 0.86352 2.87002
H -2.21136 1.29729 4.33401
H -0.97387 2.06740 3.24110
H -0.64893 2.15065 4.96434
H -0.66678 -1.01884 5.95897
H 0.61667 0.16361 6.07997
H 0.92123 -1.01516 5.03511
H 0.88238 1.41137 2.61489
H 1.75298 -0.03174 3.22061
H 1.72505 1.39578 4.24807
H -1.17544 -4.24930 1.34402
H 0.51321 -4.78780 1.63012
H 0.22962 -3.27288 0.78713
H -1.68324 -3.94024 4.02209
H -0.49380 -3.25888 5.07780
H -0.19810 -4.77012 4.28963
H 1.72574 -2.12454 2.27101
H 2.09922 -3.64904 3.02543
H 1.71597 -2.28458 4.00963
C 0.64745 2.22100 -2.82857
C -0.02244 2.63691 -1.56928
N -0.56952 1.80197 -0.69368
C -1.33789 2.63464 0.13445
C -1.09559 3.91928 -0.18384
N -0.27927 3.90997 -1.34729
C -0.02918 5.17077 -2.14975
N 1.33555 5.21282 -2.51136
N 2.24873 5.10296 -1.50510
N 3.37882 5.46027 -1.90855
C 3.27506 5.93298 -3.19796
C 4.30053 6.33637 -4.09211
C 3.90103 6.70847 -5.39406
C 2.50588 6.55172 -5.71260
C 1.49400 6.13775 -4.89079
C 1.92647 5.75669 -3.60165
H 0.54134 1.09792 -2.97457
H 1.72451 2.42410 -2.86819
H 0.27127 2.69457 -3.73149
H -2.11543 2.26541 0.80106
H -1.51209 4.81547 0.23782
H -0.37261 6.02582 -1.54637
H -0.60546 5.07040 -3.08161
H 5.26635 6.46663 -3.67594
H 4.54182 7.02216 -6.12828
H 2.22222 6.94562 -6.69087
H 0.44388 6.07595 -5.29688
*
```

## Properties
Calculated total energy ... -6446.8404 a.u.
Energy above the lowest of the compared OMol25 structures with the same formula, charge and spin ... 186.2 kJ/mol
HOMO-LUMO gap ... 5.72 eV

Atomic partial charges in e from the Löwdin method, atoms 1 to 4: atom 1 (Tl): 0.48, atom 2 (C): -0.26, atom 3 (As): 1.08, atom 4 (C): -0.19

***

Entry from OMol25: a molecular structure, C33H54BrCl4F3MgN3O8 in a non-equilibrium geometry (wB97M-V/def2-TZVPD).

```
! wB97M-V def2-TZVPD RIJCOSX def2/J DEFGRID3
* xyz 1 1
C 4.35695 4.41240 0.68967
C 3.31677 3.39883 0.20878
C 3.96848 2.57645 -0.92186
C 2.90402 2.44483 1.35972
C 1.44364 2.07796 1.39731
C 0.66577 2.74316 2.53387
Cl 0.95208 4.53841 2.41360
O 1.26539 2.35536 3.70309
C 0.42759 2.14868 4.83521
C 1.32042 1.85316 6.01358
C -0.48545 0.99070 4.51705
C -1.57345 0.83358 5.60471
C -2.38862 2.07772 5.86052
O -2.04891 2.87862 6.66569
N -1.12935 1.09251 3.14561
C -0.82336 -0.06352 2.21778
C -2.08343 -0.61885 1.57824
C -1.86660 -2.08075 1.13633
N -0.50094 -2.22216 0.58002
C -0.39234 -3.03519 -0.63907
C 0.72268 -2.50835 -1.54422
C 1.74567 -1.65684 -1.07952
C 2.72264 -1.17257 -1.94287
C 2.68546 -1.52420 -3.27885
C 1.70258 -2.38071 -3.73168
C 0.73085 -2.87500 -2.88686
O -0.25224 -3.70716 -3.33634
C -0.84842 2.40042 2.42178
O -1.26268 2.18876 1.12625
C -1.11662 3.20085 0.12894
C -2.22897 3.05641 -0.91636
C -2.73730 1.62162 -0.96206
C -1.68455 3.49207 -2.28668
C -0.90705 4.82181 -2.21769
C -0.76484 2.44801 -2.92604
O -1.59237 3.43264 3.00257
N -3.01185 3.18052 2.82708
O -3.57529 4.16606 2.65444
H 5.02401 4.71470 -0.10994
H 3.84813 5.30902 1.02656
H 4.95777 4.00139 1.49122
H 2.46286 3.91279 -0.22981
H 3.68238 2.97440 -1.89341
H 3.64501 1.54519 -0.91652
H 5.04810 2.60233 -0.86492
H 3.25395 2.79077 2.32077
H 3.38440 1.46878 1.17463
H 1.01660 2.32755 0.43196
H 1.48797 1.00632 1.59213
H -0.08528 3.08281 5.05200
H 0.74609 2.04189 6.91316
H 1.72369 0.84943 5.99001
H 2.10242 2.59884 6.00943
H 0.11343 0.09563 4.61424
H -1.06130 0.48877 6.49139
H -2.20338 0.00309 5.27990
H -3.32161 2.17646 5.28466
H -2.12602 0.98824 3.32779
H -0.09200 0.23125 1.49678
H -0.38821 -0.89233 2.75744
H -2.28446 -0.10149 0.65726
H -2.92549 -0.56822 2.26511
H -1.98608 -2.71450 2.01543
H -2.64082 -2.38655 0.44493
H 0.13942 -2.55632 1.28517
H -1.32818 -2.96658 -1.18431
H -0.20900 -4.09050 -0.44403
H 1.83364 -1.35230 -0.04543
H 3.46996 -0.51698 -1.54653
H 3.43243 -1.11860 -3.93471
H 1.68485 -2.65057 -4.77354
H -0.04138 -4.59665 -3.02227
H -1.08505 4.21567 0.49871
H -0.20984 3.05354 -0.44623
H -3.07933 3.68411 -0.66703
H -3.24826 1.46917 -1.90425
H -3.37187 1.39340 -0.12240
H -1.89598 0.89266 -0.90174
H -2.52826 3.63424 -2.95234
H 0.15874 4.61995 -2.27945
H -1.05561 5.37257 -1.29812
H -1.12252 5.43847 -3.07741
H -1.27197 1.52578 -3.20120
H 0.08966 2.23264 -2.27453
H -0.35787 2.87811 -3.83171
C -2.84009 -4.48757 -6.47497
C -2.74182 -4.94635 -5.02704
O -3.51093 -6.08470 -4.69244
C -3.00166 -7.36725 -5.02698
O -1.77719 -7.58374 -4.66199
C -3.19959 -7.74068 -6.55477
F -4.35554 -7.23764 -7.01469
F -3.26732 -9.06978 -6.66901
F -2.21626 -7.31125 -7.34728
H -3.86708 -4.54608 -6.83264
H -2.49038 -3.45621 -6.55893
H -2.21837 -5.08622 -7.13416
H -3.15373 -4.15055 -4.40078
H -1.70451 -5.07235 -4.71713
H -3.77298 -8.02985 -4.55703
Mg -0.23693 -0.25544 -0.78959
Br 3.20753 -0.36517 2.64310
C 5.93470 -2.51847 4.23151
Cl 6.45487 -1.79331 5.75474
Cl 7.23859 -2.48441 3.04527
Cl 5.36716 -4.17182 4.48967
H 5.10941 -1.93573 3.84457
*
```

## Properties
Calculated total energy ... -6969.8924 a.u.
HOMO-LUMO gap ... 1.64 eV

Atomic partial charges in e from the Löwdin method, atoms 1 to 4: atom 1 (C): -0.07, atom 2 (C): -0.40, atom 3 (C): -0.06, atom 4 (C): -0.27

***

Entry from OMol25: 9 unconnected molecules or ions with the total composition C33H55F5O27 in a non-equilibrium geometry (wB97M-V/def2-TZVPD).

```
! wB97M-V def2-TZVPD RIJCOSX def2/J DEFGRID3
* xyz 0 1
O 4.60158 -6.41244 1.98779
C 4.03777 -5.36157 2.37775
C 3.09501 -4.56434 1.37690
C 2.41761 -3.64473 2.23852
C 1.31924 -2.66329 1.62817
C 0.02759 -2.42332 2.54803
C -0.59032 -3.74422 3.22331
C -1.77968 -4.44090 2.41321
F -2.75723 -3.52686 1.89452
F -2.50163 -5.24201 3.38159
C -1.29997 -5.48191 1.27046
F -2.05995 -5.22366 0.10537
F -1.65803 -6.81006 1.67772
F 0.08540 -5.45994 1.00807
C 2.93639 -3.86560 3.72595
O 2.40442 -3.36394 4.74800
O 4.08111 -4.75510 3.68165
H 2.98091 -4.71814 0.24750
H 1.07102 -2.97643 0.54329
H 1.83638 -1.63045 1.52220
H 0.20267 -1.60784 3.34879
H -0.78084 -1.96953 1.85207
H 0.16690 -4.55781 3.48128
H -1.04726 -3.40872 4.23273
C -1.88105 2.91164 0.51655
O -0.59297 3.38267 0.90646
C 0.01396 2.61384 1.82484
O -0.43632 1.60504 2.31672
O 1.20982 3.16196 2.10275
C 1.97225 2.44424 3.07202
H -2.28177 3.60342 -0.22574
H -1.80614 1.92163 0.06078
H -2.55982 2.89297 1.37218
H 2.19636 1.43560 2.71676
H 1.44523 2.40913 4.02822
H 2.91350 2.97602 3.21633
C -4.08656 -1.42294 0.49560
O -3.93584 -0.34880 -0.43082
C -4.48546 -0.57387 -1.63610
O -5.07043 -1.57319 -1.97424
O -4.26825 0.51163 -2.39907
C -4.80035 0.41915 -3.71996
H -3.60537 -1.12918 1.42919
H -5.14312 -1.61367 0.69726
H -3.59543 -2.32341 0.12298
H -5.88640 0.30510 -3.69084
H -4.33971 -0.40748 -4.26498
H -4.56593 1.34733 -4.24142
C 10.19470 -1.56682 5.11940
O 8.98494 -1.89514 5.80094
C 8.12989 -2.64199 5.08104
O 8.30735 -3.03514 3.95103
O 7.04306 -2.87462 5.83408
C 6.04513 -3.66249 5.18493
H 10.80452 -0.96505 5.79435
H 10.75136 -2.47143 4.86470
H 9.98542 -0.97671 4.22423
H 6.43511 -4.65122 4.93417
H 5.67736 -3.15416 4.29224
H 5.21273 -3.78618 5.87857
C -2.54200 8.07695 -3.45727
O -3.36537 7.10149 -4.09425
C -3.67637 6.05069 -3.31667
O -3.32395 5.88487 -2.17404
O -4.44825 5.21610 -4.03350
C -4.85650 4.04679 -3.32616
H -2.35545 8.87611 -4.17563
H -3.05069 8.50376 -2.58996
H -1.58284 7.64196 -3.16750
H -5.45725 4.31404 -2.45387
H -3.98862 3.45231 -3.03110
H -5.47276 3.44736 -3.99713
C -4.37459 2.11116 -8.96566
O -5.19666 1.13223 -9.59876
C -5.50535 0.08224 -8.81716
O -5.15149 -0.07897 -7.67424
O -6.27565 -0.75466 -9.53029
C -6.68324 -1.92400 -8.82048
H -4.19018 2.90848 -9.68664
H -4.88327 2.53987 -8.09906
H -3.41431 1.67888 -8.67548
H -7.28408 -1.65551 -7.94887
H -5.81550 -2.51792 -8.52424
H -7.29870 -2.52452 -9.49107
C -9.15434 1.99692 -9.77916
O -10.21553 2.17461 -8.84143
C -10.47006 1.09277 -8.08669
O -9.89099 0.03538 -8.14598
O -11.48157 1.39358 -7.25473
C -11.86166 0.32751 -6.38649
H -9.03762 2.93022 -10.33129
H -8.21583 1.78096 -9.26343
H -9.39627 1.20324 -10.48949
H -11.03079 0.04520 -5.73598
H -12.21126 -0.53252 -6.96208
H -12.68307 0.68215 -5.76286
C 7.93788 -1.42211 9.14674
O 9.08756 -0.58275 9.24998
C 8.80572 0.72340 9.38653
O 7.70227 1.21094 9.42587
O 9.96850 1.39359 9.47151
C 9.82067 2.80422 9.62075
H 8.28308 -2.45107 9.04025
H 7.32862 -1.35482 10.05111
H 7.34980 -1.16325 8.26372
H 9.28636 3.04035 10.54374
H 9.30686 3.23164 8.75670
H 10.81889 3.23983 9.67880
C 6.93270 -0.30972 2.71393
O 6.94141 0.68468 1.69071
C 5.78074 0.79683 1.02373
O 4.78183 0.14589 1.22228
O 5.92390 1.75947 0.09751
C 4.75855 1.98961 -0.69272
H 7.91535 -0.31475 3.18616
H 6.18560 -0.07102 3.47502
H 6.75012 -1.29912 2.28909
H 3.92613 2.31789 -0.06591
H 4.48944 1.09157 -1.25347
H 4.98921 2.78385 -1.40351
*
```

## Properties
Calculated total energy ... -3821.2137 a.u.
SMILES ... O=C1C=C(CCCC(F)(F)C(F)(F)F)C(=O)O1.COC(=O)OC.COC(=O)OC.COC(=O)OC.COC(=O)OC.COC(=O)OC.COC(=O)OC.COC(=O)OC.COC(=O)OC
HOMO-LUMO gap ... 9.56 eV

Atomic partial charges in e from the Löwdin method, atoms 1 to 4: atom 1 (O): 0.09, atom 2 (C): -0.31, atom 3 (C): 0.11, atom 4 (C): -0.08